17
Properties=species:S:1:pos:R:3 method="wB97M-V/def2-TZVPD" e_homo_ha=-0.3228 multiplicity=1 de_lowest_kcal_mol=121.43 charge=0 gap_ha=0.3540
O 2.41 0.13 0.87
C 1.56 -0.55 -0.05
C 0.14 -0.40 0.45
C -0.37 1.05 0.45
C -1.76 0.86 0.01
O -2.06 -0.41 -0.40
C -0.89 -1.12 -0.40
H 3.31 0.08 0.52
H 1.64 -0.12 -1.06
H 1.81 -1.62 -0.12
H 0.11 -0.80 1.47
H -0.34 1.52 1.44
H 0.21 1.69 -0.23
H -1.53 1.14 -1.42
H -2.62 1.28 0.49
H -0.51 -0.54 -1.77
H -1.10 -2.18 -0.27



59
Properties=species:S:1:pos:R:3 method="wB97M-V/def2-TZVPD" e_homo_ha=-0.5147 multiplicity=1 charge=+2 gap_ha=0.2412
Zr 0.12 0.72 -0.71
C -0.73 4.94 -1.90
C -0.76 3.49 -1.61
N 0.29 2.80 -1.27
N 1.48 3.44 -1.10
C 2.53 2.66 -1.10
N 3.71 3.21 -0.87
S 2.52 0.92 -1.45
C -2.01 2.70 -1.70
C -3.21 3.25 -2.07
C -4.34 2.45 -2.12
C -4.25 1.11 -1.80
C -3.01 0.61 -1.44
N -1.91 1.38 -1.39
H 0.29 5.31 -1.83
H -1.35 5.49 -1.18
H -1.12 5.14 -2.90
H 3.77 4.21 -0.71
H 4.56 2.67 -0.93
H -3.26 4.31 -2.32
H -5.30 2.88 -2.42
H -5.11 0.46 -1.83
H -2.89 -0.43 -1.19
F -1.36 -5.96 -2.19
C -0.14 -5.60 -1.78
F 0.75 -5.95 -2.71
F 0.14 -6.24 -0.64
C -0.11 -4.10 -1.54
C -0.74 -3.59 -0.42
C -0.70 -2.22 -0.21
N -0.17 -1.38 -1.12
C 0.46 -1.90 -2.21
C 0.51 -3.25 -2.45
H -1.22 -4.24 0.29
H -1.23 -1.78 0.62
H 0.90 -1.20 -2.90
H 1.01 -3.63 -3.33
C 2.11 -3.24 1.38
N 1.19 -2.18 1.79
C 0.58 -2.52 3.08
C 1.92 -0.91 1.82
C 1.11 0.29 2.26
C 1.26 0.70 3.57
C 0.52 1.75 4.09
C -0.38 2.43 3.29
C -0.52 2.06 1.96
C 0.21 0.99 1.41
H 1.60 -4.20 1.39
H 2.97 -3.31 2.06
H 2.49 -3.04 0.38
H 1.33 -2.68 3.86
H 0.01 -3.45 2.97
H -0.10 -1.73 3.40
H 2.33 -0.74 0.82
H 2.78 -1.00 2.49
H 1.97 0.18 4.21
H 0.65 2.04 5.12
H -0.96 3.25 3.69
H -1.21 2.63 1.35



29
Properties=species:S:1:pos:R:3 method="wB97M-V/def2-TZVPD" e_homo_ha="-0.4480 / -0.4480" multiplicity=1 de_lowest_kcal_mol=107.46 smiles="C=[N+]1C=CN[C@H]1N=C=C[C@@H](C)CC" charge=+1 gap_ha="0.2729 / 0.2730"
C -0.25 0.63 1.48
C -3.77 -1.58 -0.01
C -3.27 -0.86 -1.05
C -2.61 0.17 0.89
C 2.78 -1.33 -1.03
C 3.08 1.65 0.14
C 2.20 -0.82 0.28
C -2.04 1.12 -1.35
C 0.95 1.02 1.36
C 1.86 0.67 0.23
N -1.30 -0.02 1.41
N -3.29 -1.09 1.12
N -2.58 0.23 -0.58
H -4.37 -2.41 -0.09
H -3.31 -1.09 -2.06
H -3.16 0.93 1.36
H 3.70 -0.85 -1.32
H 1.92 -1.16 -1.79
H 2.87 -2.43 -0.92
H 3.76 1.60 1.05
H 3.79 1.51 -0.80
H 2.66 2.72 0.14
H 3.11 -0.90 1.02
H 1.33 -1.52 0.57
H -2.24 0.90 -2.37
H -1.35 1.87 -1.15
H 1.57 1.53 2.10
H 1.41 0.76 -0.73
H -3.43 -1.26 2.08



53
Properties=species:S:1:pos:R:3 method="wB97M-V/def2-TZVPD" s_squared=6.06 e_homo_ha="-0.4296 / -0.5358" multiplicity=5 de_lowest_kcal_mol=97.53 charge=+2 gap_ha="0.1413 / 0.1459"
P -1.27 -1.53 -4.27
P -0.36 2.01 -4.18
C -1.49 -0.29 -5.60
C -0.39 0.75 -5.58
H -2.52 0.07 -5.48
H -1.41 -0.81 -6.55
H 0.63 0.30 -5.50
H -0.41 1.35 -6.50
C -1.85 2.91 -3.75
H -1.60 3.46 -2.82
H -2.64 2.11 -3.59
H -2.19 3.56 -4.57
C 0.42 3.35 -5.23
H -0.21 3.51 -6.14
H 1.45 3.04 -5.51
H 0.38 4.28 -4.64
C -2.72 -2.55 -3.96
H -2.37 -3.17 -3.13
H -2.98 -3.19 -4.81
H -3.56 -1.91 -3.67
C -0.56 -2.82 -5.48
H 0.34 -2.47 -6.02
H -1.34 -2.99 -6.23
H -0.33 -3.79 -5.02
Pd -3.08 0.27 -3.06
C 2.92 1.58 -3.85
C 1.78 1.48 -3.13
C 1.16 0.14 -2.70
C 2.04 -1.20 -2.56
C 2.53 -1.82 -3.89
C 2.87 -1.10 -4.97
C 4.08 -0.23 -4.96
C 4.10 0.69 -3.71
C -2.83 -1.00 -1.46
H 2.98 2.43 -4.53
H 1.53 2.37 -2.49
H 0.39 -0.16 -3.44
H 0.55 0.23 -1.80
H 2.74 -0.99 -1.72
H 1.34 -1.97 -2.18
H 2.12 -2.81 -4.08
H 2.44 -1.38 -5.98
H 4.15 0.39 -5.86
H 5.03 -0.79 -4.88
H 4.04 0.04 -2.81
H 5.05 1.29 -3.68
H -2.04 -0.35 -1.04
H -2.61 -2.10 -1.59
H -3.75 -0.79 -0.88
C -3.19 1.70 -1.56
H -3.42 2.75 -1.85
H -2.19 1.65 -1.05
H -4.00 1.13 -1.06



11
Properties=species:S:1:pos:R:3 method="wB97M-V/def2-TZVPD" e_homo_ha=-0.3770 multiplicity=1 de_lowest_kcal_mol=47.68 smiles=OC[C@H]1CO1 charge=0 gap_ha=0.4171
O 1.68 0.89 0.67
C 0.69 -0.08 0.91
C 0.06 -0.52 -0.40
C -1.31 -0.16 -0.75
O -0.21 0.57 -1.27
H 1.29 1.49 0.01
H 1.18 -0.92 1.41
H -0.09 0.30 1.59
H 0.52 -1.38 -0.90
H -1.92 0.38 -0.02
H -1.87 -0.74 -1.48



90
Properties=species:S:1:pos:R:3 method="wB97M-V/def2-TZVPD" e_homo_ha=-0.2940 multiplicity=1 de_lowest_kcal_mol=0.00 charge=0 gap_ha=0.2787
O -2.05 -1.96 -1.77
O 0.79 1.55 -5.04
C -0.93 -2.82 -2.02
C -1.36 -4.27 -1.93
H -0.18 -2.60 -1.25
H -0.46 -2.64 -3.01
H -1.66 -4.53 -0.91
H -0.54 -4.92 -2.25
H -2.21 -4.46 -2.59
C -2.05 -0.76 -2.53
C -1.82 -0.91 -4.03
H -1.27 -0.12 -2.10
H -3.03 -0.31 -2.35
H -0.85 -0.47 -4.27
H -2.60 -0.32 -4.53
H -1.88 -1.93 -4.42
C 0.43 2.65 -4.23
C 2.20 1.35 -5.08
C -1.01 3.02 -4.49
H 1.07 3.53 -4.46
H 0.58 2.41 -3.16
H -1.15 3.35 -5.53
H -1.28 3.85 -3.83
H -1.68 2.19 -4.30
C 2.58 0.55 -6.32
H 2.53 0.81 -4.17
H 2.73 2.32 -5.11
H 1.96 -0.34 -6.44
H 3.63 0.25 -6.23
H 2.48 1.18 -7.22
H 2.49 -0.15 -0.43
Zn -1.18 -0.58 1.09
C 3.46 -0.32 -0.80
Si 4.47 0.80 0.31
H 3.76 -1.36 -0.71
H 3.54 -0.04 -1.86
C 6.24 0.32 -0.09
C 4.02 0.47 2.10
C 4.07 2.57 -0.12
C -2.85 -1.63 0.95
Si -4.31 -0.46 0.93
H -2.87 -2.24 1.88
H -2.85 -2.33 0.10
C -5.83 -1.30 0.22
C -3.95 1.05 -0.11
C -4.68 0.08 2.68
H 3.78 2.67 -1.18
H 4.94 3.22 0.05
H 3.23 2.95 0.48
H 6.39 -0.76 0.07
H 6.96 0.87 0.52
H 6.45 0.52 -1.15
H 3.91 -0.60 2.31
H 3.06 0.93 2.38
H 4.79 0.86 2.77
H -4.81 1.27 -0.75
H -3.08 0.92 -0.77
H -3.75 1.92 0.52
H -5.50 0.81 2.68
H -3.81 0.55 3.15
H -4.98 -0.77 3.30
H -6.73 -0.77 0.57
H -5.91 -2.35 0.53
H -5.82 -1.27 -0.88
C -0.76 3.76 1.30
C -0.66 3.97 2.68
C -0.66 2.87 3.54
C -0.72 1.56 3.00
C -0.89 1.37 1.62
C -0.90 2.46 0.77
C -0.45 0.38 3.84
C -0.20 0.47 5.23
C 0.32 -0.63 5.89
C 0.63 -1.79 5.16
C 1.31 -2.90 5.73
C 1.74 -3.95 4.93
C 1.49 -3.95 3.54
C 0.76 -2.93 2.96
C 0.32 -1.84 3.75
N -0.31 -0.78 3.16
H -0.75 4.60 0.61
H -0.58 4.97 3.08
H -0.61 3.01 4.62
H -1.02 2.31 -0.31
H -0.39 1.41 5.73
H 0.54 -0.59 6.95
H 1.49 -2.87 6.81
H 2.29 -4.77 5.39
H 1.87 -4.76 2.92
H 0.52 -2.91 1.90



11
Properties=species:S:1:pos:R:3 method="wB97M-V/def2-TZVPD" e_homo_ha="-0.3038 / -0.3284" multiplicity=1 de_lowest_kcal_mol=3.94 charge=0 gap_ha="0.2694 / 0.2789"
C 1.32 0.00 0.16
C 0.60 0.54 -0.83
C -1.69 -0.89 0.38
F -1.42 -1.44 1.55
Cl 0.03 2.20 -0.98
I 3.41 0.92 0.15
I -2.94 0.93 0.33
H 1.33 -1.05 0.18
H 1.07 0.38 1.14
H 0.39 0.04 -1.76
H -2.10 -1.63 -0.33



14
Properties=species:S:1:pos:R:3 method="wB97M-V/def2-TZVPD" e_homo_ha=-0.3155 multiplicity=1 de_lowest_kcal_mol=6.00 smiles=CSS.CSS charge=0 gap_ha=0.3313
C 0.12 -2.51 0.32
S 1.84 -2.01 0.00
S 2.84 -2.07 1.81
H -0.48 -1.61 0.34
H 0.03 -3.13 1.20
H -0.10 -3.16 -0.52
H 2.03 -1.24 2.49
C -0.55 2.78 -0.07
S -2.15 2.22 -0.72
S -1.53 0.65 -1.91
H 0.07 3.01 -0.93
H -0.04 2.03 0.51
H -0.73 3.69 0.49
H -1.33 1.37 -3.02



17
Properties=species:S:1:pos:R:3 method="wB97M-V/def2-TZVPD" s_squared=0.75 e_homo_ha="-0.6033 / -0.6015" multiplicity=2 de_lowest_kcal_mol=55.98 charge=+1 gap_ha="0.4956 / 0.3092"
C -0.12 -1.36 -1.44
N 0.73 -0.37 -0.67
C 0.63 -0.77 0.69
C -0.26 0.18 1.55
C -0.35 1.48 0.66
C 0.12 1.06 -0.75
H -0.46 -0.79 -2.32
H -1.12 -1.66 -0.94
H 0.54 -2.18 -1.71
H 0.37 -1.86 0.81
H 1.62 -0.57 1.04
H 0.20 0.43 2.48
H -1.17 -0.31 1.70
H 0.24 2.36 1.02
H -1.41 1.80 0.47
H -0.66 1.05 -1.48
H 1.10 1.52 -1.13



34
Properties=species:S:1:pos:R:3 method="wB97M-V/def2-TZVPD" e_homo_ha=-0.1930 multiplicity=1 charge=-1 gap_ha=0.1802
Sr -1.44 2.55 -1.10
Sr -0.11 0.35 3.23
Sr 3.39 -1.58 0.43
Sr -2.05 -2.63 -2.62
N -3.68 0.04 -0.76
O -3.06 -1.06 -0.61
O -3.60 0.76 -1.83
O -4.16 0.59 0.24
N 0.13 -0.26 -0.25
O -0.33 -0.84 -1.22
O -0.57 0.59 0.32
O 1.30 -0.46 0.13
N 4.41 -0.07 -2.38
O 3.26 -0.40 -2.08
O 4.69 0.28 -3.53
O 5.33 0.01 -1.50
N 2.93 -0.94 3.90
O 1.92 -0.94 4.65
O 4.04 -1.23 4.32
O 2.61 -0.71 2.72
N 0.49 -3.03 1.69
O -0.20 -3.93 1.13
O -0.18 -2.14 2.29
O 1.72 -3.04 1.47
S -1.01 0.50 -4.03
O -1.73 1.24 -5.07
O 0.16 -0.10 -4.58
O -0.73 1.54 -2.99
O -2.10 -0.47 -3.71
S -2.28 3.12 2.35
O -2.01 4.17 3.37
O -3.63 3.15 1.73
O -1.28 3.13 1.24
O -2.19 1.80 3.04



38
Properties=species:S:1:pos:R:3 method="wB97M-V/def2-TZVPD" e_homo_ha=-0.4802 multiplicity=1 de_lowest_kcal_mol=0.00 charge=+1 gap_ha=0.3205
C 4.09 0.52 0.08
N 4.08 1.90 -0.38
C 3.84 1.98 -1.83
C 3.28 2.71 0.41
O 3.51 2.86 1.54
C 2.04 3.42 -0.15
C 0.92 2.51 -0.46
N 0.54 1.48 0.17
C -0.63 0.90 -0.52
Br -1.81 -0.20 0.52
C -1.25 2.08 -1.21
C 0.06 2.82 -1.64
H 3.95 0.45 1.15
H 3.33 -0.10 -0.40
H 5.05 0.06 -0.12
H 4.77 1.77 -2.33
H 3.14 1.20 -2.14
H 3.55 2.97 -2.16
H 1.69 4.13 0.59
H 2.27 3.99 -1.04
H 0.98 1.14 1.02
H -0.22 0.32 -1.33
H -1.91 1.84 -2.02
H -1.81 2.69 -0.51
H 0.43 2.48 -2.60
H -0.16 3.88 -1.62
C -3.51 -2.96 2.13
C -4.42 -4.09 1.67
C -3.62 -5.30 1.16
C -2.80 -4.91 0.01
N -2.15 -4.60 -0.87
H -2.91 -2.58 1.29
H -4.10 -2.12 2.51
H -2.83 -3.28 2.92
H -5.08 -3.73 0.88
H -5.05 -4.41 2.50
H -4.30 -6.10 0.85
H -2.97 -5.69 1.94



62
Properties=species:S:1:pos:R:3 method="wB97M-V/def2-TZVPD" s_squared=6.04 e_homo_ha="-0.2571 / -0.2978" multiplicity=5 de_lowest_kcal_mol=50.56 charge=0 gap_ha="0.2315 / 0.2065"
Pt -0.08 -0.71 0.62
C -1.27 -4.19 -0.24
C -0.31 -4.30 -1.41
C 0.94 -5.10 -1.00
C 0.09 -2.98 -1.99
C 0.74 -2.80 -3.23
C 0.91 -1.44 -3.35
N 0.42 -0.85 -2.26
N -0.11 -1.79 -1.42
B 0.21 0.68 -2.04
N 1.12 1.28 -0.91
C 2.37 1.77 -1.12
C 2.63 2.72 -0.17
C 1.45 2.78 0.61
N 0.56 1.92 0.17
C 1.12 3.82 1.65
C 0.73 5.11 0.92
C -0.01 3.39 2.59
N -1.27 0.90 -1.67
C -2.21 1.45 -2.44
C -3.40 1.42 -1.76
C -3.10 0.80 -0.53
N -1.80 0.48 -0.49
C -4.03 0.58 0.62
C -3.76 1.61 1.72
C -5.49 0.61 0.19
H -1.64 -5.18 0.04
H -2.12 -3.55 -0.47
H -0.74 -3.78 0.62
H -0.80 -4.85 -2.22
H 1.47 -4.58 -0.20
H 1.63 -5.22 -1.84
H 0.66 -6.09 -0.64
H 1.02 -3.57 -3.93
H 1.35 -0.86 -4.14
H 0.46 1.24 -3.08
H 2.98 1.40 -1.93
H 3.53 3.31 -0.05
H 2.02 4.01 2.23
H -0.17 4.95 0.33
H 1.52 5.44 0.24
H 0.54 5.91 1.64
H -0.83 2.96 2.02
H -0.39 4.26 3.14
H 0.33 2.66 3.33
H -1.97 1.84 -3.42
H -4.36 1.79 -2.09
H -3.83 -0.41 1.03
H -3.96 2.62 1.35
H -2.72 1.57 2.04
H -4.39 1.43 2.60
H -5.77 1.60 -0.18
H -6.14 0.37 1.04
H -5.69 -0.12 -0.60
Te -1.92 -1.87 2.25
Te -1.49 -0.34 4.38
Te 2.47 -0.16 5.55
Te 1.04 -0.13 3.34
Cl 3.19 -0.56 1.35
C 1.87 -1.60 0.67
H 1.89 -2.52 1.25
H 2.15 -1.81 -0.35



Calculated F_max, 6.98 1.82 3.13 3.78 0.39 1.62 4.58 0.82 7.06 6.81 3.84 0.74 eV/Å (same order as the records).
Calculated M, 102.13 565.78 178.26 394.82 74.08 593.33 348.32 160.35 85.15 852.63 303.22 1094.23 g/mol (same order as the records).